Entry 1:
This record from the Open Molecules 2025 dataset describes an isolated molecule of C5H11NOS at a distorted geometry. The level of theory is ωB97M-V with the def2-TZVPD basis set.

Calculated values
- DFT total energy: -725.08392 Eh
- HOMO (alpha / beta): -8.30 / -8.61 eV
- Orbital gap (alpha / beta): 7.76 / 8.58 eV

Last column: Mulliken charge in e.
Positions of all 19 atoms, in Å:
C: 1.65 0.68 0.71  -1.31
H: 0.34 -2.52 -0.11  0.39
H: 2.65 0.02 0.61  0.29
C: 0.28 -0.07 -1.25  -1.33
O: -0.48 0.00 0.96  -0.51
C: -2.27 1.50 -0.16  -0.80
H: 1.98 -1.88 -0.13  0.49
H: 0.13 0.90 -1.49  0.41
H: 1.77 1.66 0.18  0.31
C: 1.02 -1.76 0.35  -1.74
S: -2.04 -0.31 0.40  0.42
H: 0.55 -0.75 -1.95  0.37
H: -2.73 1.32 -1.14  0.30
N: -1.84 -1.21 -0.79  -0.44
H: 1.45 0.98 1.74  0.32
C: 0.66 -0.32 0.14  1.92
H: -1.29 1.87 -0.07  0.24
H: -3.03 1.92 0.56  0.35
H: 1.21 -2.02 1.44  0.32

***

Entry 2:
This record from the Open Molecules 2025 dataset describes a structure of composition C5H10O2 at a distorted geometry. The level of theory is ωB97M-V with the def2-TZVPD basis set.

Calculated values
- DFT total energy: -346.81899 Eh
- HOMO: -8.64 eV
- Orbital gap: 9.62 eV

Last column: Mulliken charge in e.
Positions of all 17 atoms, in Å:
O: 1.35 -0.37 1.54  -0.45
C: -1.97 -0.28 -0.12  -1.56
C: 2.11 0.32 0.52  -0.52
H: -2.52 -0.60 0.79  0.35
H: -2.61 0.45 -0.61  0.34
C: -0.60 0.25 0.37  0.96
C: 0.41 -0.79 0.55  -0.09
H: 2.92 -0.39 0.24  0.23
H: 0.01 1.36 1.74  0.32
H: -0.89 -0.08 -2.58  0.11
H: 0.27 -1.85 0.41  0.37
O: -0.85 1.22 1.32  -0.58
H: -1.90 -1.18 -0.74  0.44
H: 2.60 1.25 0.84  0.26
C: 0.90 0.28 -0.41  -0.54
H: 0.94 0.66 -1.40  0.47
H: -0.18 -0.26 -2.46  -0.10

***

Entry 3:
This record from the Open Molecules 2025 dataset describes a structure of composition C44H29BCl2F9IN2O4PTc at a distorted geometry. The level of theory is ωB97M-V with the def2-TZVPD basis set.

Calculated values
- Spin multiplicity: 4
- <S²>: 3.797
- DFT total energy: -4668.30538 Eh
- Charge: +1
- HOMO (alpha / beta): -10.75 / -11.06 eV
- Orbital gap (alpha / beta): 7.26 / 6.48 eV

Last column: Mulliken spin population.
Positions of all 94 atoms, in Å:
Cl: -3.08 -2.82 1.84  0.01
C: 0.51 -1.25 -4.35  0.00
H: 1.16 -2.03 -4.73  0.00
H: 2.90 3.64 1.59  0.00
N: 3.29 -1.34 -0.22  -0.03
H: 3.43 0.97 2.88  0.00
C: -1.76 1.41 -0.49  0.00
H: -0.89 -7.31 -1.77  0.00
C: 4.16 4.84 -0.44  0.00
C: 5.45 1.70 2.67  0.00
Cl: -5.33 -1.05 2.46  0.00
C: -0.22 0.17 -2.55  -0.04
F: 0.33 -1.95 -7.01  0.00
H: -1.39 3.39 3.44  0.00
C: 4.34 0.96 2.30  0.01
C: -1.32 0.29 -4.68  0.00
H: 5.59 -0.52 -0.49  0.00
C: 3.04 3.84 -0.53  0.00
F: -5.42 4.64 0.42  0.00
H: -5.09 0.77 -0.39  0.00
H: 5.41 2.32 3.55  0.00
C: -3.01 3.41 -0.01  0.00
H: -1.32 -0.79 6.20  0.00
F: 5.34 4.22 -0.25  0.00
H: 1.21 2.14 -2.79  0.00
C: -1.57 2.53 5.42  0.00
C: 5.56 0.10 0.39  0.00
H: 0.94 -6.50 2.01  0.00
H: -5.27 -3.40 2.46  0.00
C: -5.53 3.33 0.16  0.00
C: 6.66 0.84 0.78  0.00
C: -1.89 -3.50 -2.48  -0.03
C: -0.73 -1.28 -6.53  0.00
C: -0.44 -4.28 -0.22  -0.05
C: -0.48 -0.71 -5.16  0.00
C: -2.95 0.68 -0.53  0.05
B: -0.66 -0.45 2.15  -0.08
F: -1.03 -0.32 -7.42  0.00
H: -1.72 1.43 7.25  0.00
C: 0.45 -6.15 1.11  0.02
C: 2.55 3.43 -1.76  0.00
H: -2.94 -0.39 -0.69  -0.01
O: -0.86 0.93 2.18  -0.03
I: 0.79 -3.46 2.43  0.00
C: 1.08 1.88 -0.66  -0.03
C: 0.65 -0.80 -3.05  0.02
C: -1.80 2.77 -0.23  -0.01
H: 7.57 0.80 0.20  0.00
H: -2.46 -3.15 -3.34  0.00
C: -0.86 -5.24 -1.19  -0.02
C: -1.56 -4.81 -2.34  0.08
O: 2.12 -0.38 1.46  0.04
F: -6.18 2.76 1.18  0.00
C: -4.19 2.68 -0.06  0.00
H: -5.19 -2.72 0.80  0.00
C: -1.37 2.50 4.04  0.00
C: 1.55 2.32 0.58  0.01
H: -3.04 4.47 0.21  0.00
C: -1.56 1.37 6.18  0.00
Tc: 0.43 -1.42 0.58  3.08
H: -1.74 3.48 5.90  0.00
O: -0.81 -0.96 3.43  0.06
C: -1.47 -2.56 -1.52  0.06
H: -1.74 -1.53 -1.70  0.04
C: 1.58 2.45 -1.83  0.00
H: 1.15 1.91 1.49  0.00
F: -1.77 -2.14 -6.50  0.00
F: -6.30 3.19 -0.93  0.00
H: 7.48 2.20 2.22  0.00
H: -1.84 -5.54 -3.08  0.00
N: 3.24 -0.57 0.78  0.04
H: 1.41 -1.23 -2.42  0.00
C: -1.13 1.26 3.49  0.00
P: -0.17 0.54 -0.75  -0.09
H: -1.84 1.50 -3.01  0.00
C: -0.69 -2.89 -0.42  -0.23
C: -4.16 1.32 -0.34  0.01
F: 4.27 5.58 -1.55  0.00
C: 4.40 0.17 1.16  0.00
C: 6.61 1.64 1.92  0.01
C: 2.53 3.29 0.64  0.00
C: 0.06 -7.06 0.12  -0.02
C: -1.33 0.12 5.61  0.00
C: 0.20 -4.82 0.91  -0.02
H: 0.25 -8.12 0.26  0.00
H: 2.94 3.88 -2.67  0.00
H: -2.08 0.71 -5.33  0.00
C: -1.18 0.73 -3.38  0.01
O: 2.18 -1.91 -0.52  0.08
C: -0.58 -6.62 -1.00  0.03
F: 3.98 5.68 0.59  0.00
H: -0.88 3.34 -0.19  0.00
C: -4.85 -2.63 1.82  0.00
C: -1.11 0.10 4.25  0.02

***

Entry 4:
This record from the Open Molecules 2025 dataset describes an isolated molecule of C5H8N2. The level of theory is ωB97M-V with the def2-TZVPD basis set.

Calculated values
- DFT total energy: -304.74399 Eh
- HOMO: -8.20 eV
- SMILES: C=C=C(N)/C=N/C
- Orbital gap: 9.26 eV

Last column: Mulliken charge in e.
Positions of all 15 atoms, in Å:
C: -0.96 -2.48 0.38  -0.81
H: -3.13 0.38 0.04  0.28
H: -2.30 1.59 -0.69  0.24
N: -2.28 0.93 0.08  -0.62
H: 3.03 0.73 0.82  0.23
H: -1.01 -3.15 -0.47  0.23
H: 0.13 1.90 -0.21  0.26
H: -0.75 -2.93 1.35  0.23
C: -1.13 0.10 0.04  0.47
C: 0.18 0.80 -0.11  -0.27
N: 1.26 0.15 -0.07  -0.27
C: -1.12 -1.20 0.23  0.15
C: 2.51 0.86 -0.14  -0.67
H: 3.14 0.39 -0.91  0.23
H: 2.42 1.93 -0.35  0.30

***

Entry 5:
This record from the Open Molecules 2025 dataset describes a cluster of 2 separate species, C6H12O in total at a distorted geometry. The level of theory is ωB97M-V with the def2-TZVPD basis set.

Calculated values
- DFT total energy: -310.99614 Eh
- HOMO: -8.84 eV
- SMILES: C=C/C=C/CC.O
- Orbital gap: 9.73 eV

Last column: Mulliken charge in e.
Positions of all 19 atoms, in Å:
C: -0.32 -3.05 0.61  -0.70
O: 2.96 -0.33 0.86  -0.66
H: 0.73 -3.20 0.84  0.28
H: 2.00 -0.29 0.73  0.36
C: -0.79 -2.13 -0.22  -0.47
C: -0.80 0.26 -0.77  -0.47
H: -0.96 2.16 -1.63  0.28
C: -0.33 1.67 -0.89  -0.59
H: -1.86 -2.16 -0.45  0.26
H: -0.37 3.47 0.33  0.33
H: 0.70 1.74 -1.24  0.34
C: -0.56 2.41 0.44  -1.03
H: 0.94 -0.88 -0.78  0.68
H: -1.01 -3.78 1.03  0.23
H: -1.89 0.18 -0.76  0.26
H: 3.24 0.53 0.52  0.32
C: -0.13 -0.87 -0.55  -0.02
H: 0.05 1.95 1.23  0.30
H: -1.61 2.32 0.71  0.31

***

Entry 6:
This record from the Open Molecules 2025 dataset describes a cluster of 2 separate species, C2H5NO2 in total at a distorted geometry. The level of theory is ωB97M-V with the def2-TZVPD basis set.

Calculated values
- DFT total energy: -284.29973 Eh
- HOMO: -9.26 eV
- SMILES: CC1=NO1.O
- Orbital gap: 10.14 eV

Last column: Mulliken charge in e.
Positions of all 10 atoms, in Å:
C: -0.49 -1.59 0.30  -0.84
C: -0.92 -0.18 0.37  0.89
H: -1.03 -2.10 1.12  0.28
H: 2.32 1.86 -1.03  0.28
H: -0.78 -2.02 -0.80  0.24
O: 1.66 1.73 -0.43  -0.59
H: 1.08 2.51 -0.50  0.31
O: -1.09 0.82 -0.51  -0.39
N: -1.26 0.76 1.06  -0.48
H: 0.51 -1.78 0.43  0.30